# 1
Formula: C17H26F6NOOsP
Source: the Open Molecules 2025 dataset
Level of theory: ωB97M-V with the def2-TZVPD basis set

Results
Lowest unoccupied orbital energy (alpha / beta)   -7.20 / -9.22 eV
Total charge   +2
Spin multiplicity   5
⟨S²⟩   6.02
E_HOMO (alpha / beta)   -14.999 / -15.403 eV
Gap between HOMO and LUMO (alpha / beta)   7.8 / 6.2 eV

Atoms and positions in Å:
C (0.601, 3.384, -3.239)
C (-0.689, 2.988, -2.912)
C (-0.893, 1.835, -2.154)
C (0.203, 1.063, -1.739)
C (1.504, 1.442, -2.117)
C (1.691, 2.613, -2.857)
C (-2.277, 1.456, -1.755)
C (-2.444, -0.030, -1.512)
N (-1.988, -0.851, -2.712)
Os (0.098, -0.199, -0.084)
C (2.677, 0.645, -1.640)
P (2.085, -0.863, -0.683)
H (-1.552, 3.583, -3.225)
H (2.698, 2.934, -3.117)
H (0.745, 4.297, -3.812)
H (3.321, 1.206, -0.942)
H (3.301, 0.277, -2.469)
H (-2.564, 1.972, -0.820)
H (-3.025, 1.815, -2.479)
H (-1.939, -0.416, -0.577)
C (3.471, -1.203, 0.447)
C (2.181, -2.121, -2.015)
H (-3.504, -0.303, -1.411)
C (-2.625, -0.449, -4.046)
C (-2.118, -2.306, -2.319)
H (0.906, -1.127, 1.112)
H (-3.253, -1.254, -4.438)
H (-3.145, 0.512, -3.950)
H (-1.791, -0.292, -4.744)
H (-2.697, -2.852, -3.074)
H (-1.115, -2.744, -2.154)
H (-2.663, -2.329, -1.360)
H (3.215, -2.191, -2.381)
H (1.852, -3.091, -1.613)
H (1.527, -1.828, -2.850)
H (4.432, -1.051, -0.066)
H (3.371, -0.520, 1.302)
H (3.366, -2.235, 0.806)
H (-1.036, -0.671, -3.052)
C (-1.009, 0.924, 2.217)
C (0.257, 1.770, 1.995)
O (0.963, 1.316, 0.877)
C (-0.013, 3.328, 1.728)
F (-0.409, 3.999, 2.853)
F (1.093, 3.926, 1.235)
F (-1.008, 3.471, 0.795)
C (1.314, 1.591, 3.177)
F (0.920, 2.145, 4.360)
F (1.498, 0.248, 3.384)
F (2.510, 2.113, 2.828)
H (-1.912, 1.528, 2.352)
H (-0.871, 0.258, 3.076)
H (-1.156, 0.298, 1.288)

Cartesian forces (eV/Å) of the 6 atoms listed first:
C 0.03 0.08 -0.18
C -0.22 -0.26 0.17
C 0.20 0.39 -0.32
C 0.86 -0.15 -0.43
C -0.11 0.55 -0.26
C 0.13 -0.21 0.05



# 2
Formula: C7H12
Source: the Open Molecules 2025 dataset
Level of theory: ωB97M-V with the def2-TZVPD basis set

Results
Lowest unoccupied orbital energy   1.04 eV
Total charge   0
E_HOMO   -9.246 eV
Gap between HOMO and LUMO   10.3 eV

Atoms and positions in Å:
C (1.557, -2.604, 0.401)
C (1.888, -1.093, 0.486)
C (0.600, -0.384, 0.142)
C (0.670, 1.130, 0.170)
C (-0.633, 1.663, -0.190)
C (-1.762, 1.949, -0.490)
C (-3.169, 2.077, -0.819)
H (1.256, -2.999, 1.375)
H (0.205, -2.842, -0.382)
H (2.486, -3.155, 0.110)
H (2.229, -0.762, 1.489)
H (2.694, -0.768, -0.196)
H (-0.170, -0.745, 0.834)
H (0.316, -0.704, -0.866)
H (0.962, 1.470, 1.169)
H (1.428, 1.459, -0.549)
H (-3.580, 1.056, -0.780)
H (-3.297, 2.532, -1.805)
H (-3.682, 2.719, -0.099)

Cartesian forces (eV/Å) of the 6 atoms listed first:
C -1.65 -0.36 -0.77
C -0.37 -0.19 -0.18
C -0.10 0.09 -0.05
C 0.16 0.12 0.04
C -0.60 0.38 -0.14
C 0.74 -0.25 0.25



# 3
Formula: H16O8
Source: the Open Molecules 2025 dataset
Level of theory: ωB97M-V with the def2-TZVPD basis set

Results
Lowest unoccupied orbital energy   0.26 eV
Total charge   0
E_HOMO   -11.198 eV
Gap between HOMO and LUMO   11.5 eV
Structure (SMILES)   O.O.O.O.O.O.O.O

Atoms and positions in Å:
O (0.564, 0.425, 0.773)
H (0.535, 0.093, -0.124)
H (0.105, -0.238, 1.289)
O (-1.759, 0.070, -5.371)
H (-2.285, -0.693, -5.131)
H (-0.878, -0.139, -5.059)
O (3.342, 4.156, 3.178)
H (4.252, 4.164, 3.474)
H (3.239, 3.313, 2.737)
O (2.888, 0.085, -3.489)
H (3.369, -0.093, -4.297)
H (3.469, -0.218, -2.791)
O (-0.099, -1.280, 6.167)
H (-0.616, -1.592, 5.424)
H (-0.731, -1.194, 6.880)
O (-3.488, -3.411, 2.537)
H (-3.752, -3.972, 3.265)
H (-4.250, -3.395, 1.958)
O (0.871, 5.616, -1.472)
H (1.109, 4.885, -0.902)
H (1.710, 5.980, -1.757)
O (-2.495, -3.805, -2.503)
H (-1.906, -4.362, -1.995)
H (-3.193, -4.394, -2.790)

Cartesian forces (eV/Å) of the 6 atoms listed first:
O 0.17 0.19 0.09
H -0.02 -0.03 -0.28
H -0.13 -0.14 0.17
O -0.08 0.18 -0.16
H -0.16 -0.19 0.08
H 0.25 0.00 0.10



# 4
Formula: C15H26NO4PS
Source: the Open Molecules 2025 dataset
Level of theory: ωB97M-V with the def2-TZVPD basis set

Results
Lowest unoccupied orbital energy   -0.71 eV
Total charge   0
E_HOMO   -7.997 eV
Gap between HOMO and LUMO   7.3 eV
Structure (SMILES)   CC(=O)OCCCC[PH3]CCCS.O=[N+]([O-])c1ccccc1

Atoms and positions in Å:
C (-2.386, 4.643, -2.451)
C (-3.695, 3.716, -2.338)
O (-4.137, 3.259, -3.403)
O (-4.258, 3.507, -1.065)
C (-4.620, 2.120, -0.844)
C (-3.864, 1.594, 0.464)
C (-2.279, 1.795, 0.180)
C (-1.409, 0.981, 1.252)
P (-0.624, -0.627, 0.544)
C (0.222, -2.238, -0.025)
C (-0.682, -3.225, -0.916)
C (-1.960, -2.558, -1.603)
S (-1.539, -1.492, -3.094)
H (-2.168, 5.209, -1.488)
H (-1.491, 4.076, -2.859)
H (-2.654, 5.428, -3.246)
H (-5.761, 2.037, -0.734)
H (-4.345, 1.431, -1.706)
H (-4.125, 0.524, 0.745)
H (-4.108, 2.283, 1.341)
H (-2.000, 1.578, -0.905)
H (-2.081, 2.909, 0.366)
H (-2.013, 0.767, 2.207)
H (-0.544, 1.654, 1.571)
H (-1.754, -1.401, 0.988)
H (0.529, -0.360, 1.391)
H (-0.592, -0.069, -0.790)
H (1.243, -1.991, -0.494)
H (0.478, -2.819, 0.937)
H (-0.016, -3.655, -1.746)
H (-0.966, -4.128, -0.267)
H (-2.573, -3.423, -2.048)
H (-2.667, -2.034, -0.881)
H (-0.357, -0.814, -2.840)
O (2.431, 0.245, 2.589)
N (2.934, -0.851, 2.783)
O (2.464, -1.706, 3.516)
C (4.188, -1.158, 2.093)
C (4.776, -0.195, 1.277)
C (5.979, -0.483, 0.642)
C (6.582, -1.724, 0.822)
C (5.984, -2.685, 1.630)
C (4.782, -2.405, 2.271)
H (4.316, 0.775, 1.130)
H (6.449, 0.262, 0.010)
H (7.524, -1.943, 0.329)
H (6.457, -3.651, 1.764)
H (4.327, -3.160, 2.901)

Cartesian forces (eV/Å) of the 6 atoms listed first:
C -1.21 0.82 0.17
C 0.28 -0.04 -2.34
O 0.80 0.76 3.47
O 1.38 -0.60 -2.08
C -1.24 -1.86 0.94
C 0.86 1.30 -0.87



# 5
Formula: C35H31ClN4O4
Source: the Open Molecules 2025 dataset
Level of theory: ωB97M-V with the def2-TZVPD basis set

Results
Lowest unoccupied orbital energy   0.52 eV
Total charge   0
E_HOMO   -8.482 eV
Gap between HOMO and LUMO   9.0 eV
Structure (SMILES)   NC(=O)[C@@H]1C[C@]2(CC(c3cccc(NC(=O)CC(c4ccccc4)c4ccccc4)c3)=NO2)CN1C(=O)c1ccc(Cl)cc1

Atoms and positions in Å:
N (-0.281, 3.912, -2.124)
C (-0.089, 2.767, -2.785)
O (-0.915, 1.882, -2.868)
C (1.289, 2.683, -3.485)
C (1.440, 1.379, -4.257)
C (2.139, 0.442, -3.263)
C (1.195, -0.329, -2.330)
C (1.537, -1.750, -2.704)
C (0.898, -2.913, -2.121)
C (0.991, -4.164, -2.733)
C (0.343, -5.250, -2.179)
C (-0.379, -5.117, -1.005)
C (-0.448, -3.880, -0.371)
N (-1.169, -3.746, 0.824)
C (-0.873, -2.874, 1.835)
O (0.108, -2.167, 1.846)
C (-1.932, -2.835, 2.920)
C (-3.103, -1.975, 2.402)
C (-2.542, -0.655, 1.915)
C (-2.115, 0.300, 2.828)
C (-1.534, 1.475, 2.391)
C (-1.377, 1.711, 1.035)
C (-1.816, 0.773, 0.117)
C (-2.395, -0.404, 0.558)
C (-4.198, -1.734, 3.416)
C (-5.303, -0.994, 3.003)
C (-6.340, -0.719, 3.874)
C (-6.290, -1.182, 5.179)
C (-5.198, -1.919, 5.599)
C (-4.158, -2.193, 4.724)
C (0.170, -2.777, -0.943)
N (2.448, -1.819, -3.593)
O (2.874, -0.579, -3.964)
C (3.095, 1.395, -2.532)
N (2.395, 2.664, -2.525)
C (2.835, 3.778, -1.918)
O (2.277, 4.862, -2.037)
C (4.044, 3.609, -1.054)
C (5.266, 4.130, -1.459)
C (6.378, 4.020, -0.643)
C (6.258, 3.396, 0.589)
Cl (7.642, 3.258, 1.612)
C (5.040, 2.887, 1.014)
C (3.935, 2.995, 0.189)
H (-1.152, 4.055, -1.638)
H (0.466, 4.599, -2.063)
H (1.382, 3.571, -4.121)
H (0.472, 0.992, -4.573)
H (2.081, 1.502, -5.130)
H (0.146, -0.105, -2.527)
H (1.398, -0.131, -1.277)
H (1.563, -4.257, -3.642)
H (0.399, -6.215, -2.661)
H (-0.883, -5.972, -0.575)
H (-1.886, -4.437, 0.989)
H (-2.278, -3.839, 3.176)
H (-1.487, -2.364, 3.796)
H (-3.552, -2.492, 1.543)
H (-2.236, 0.118, 3.886)
H (-1.198, 2.208, 3.110)
H (-0.911, 2.625, 0.695)
H (-1.706, 0.956, -0.942)
H (-2.728, -1.138, -0.164)
H (-5.341, -0.628, 1.987)
H (-7.188, -0.143, 3.535)
H (-7.098, -0.969, 5.863)
H (-5.150, -2.284, 6.614)
H (-3.319, -2.769, 5.081)
H (0.090, -1.822, -0.451)
H (3.327, 1.058, -1.520)
H (4.032, 1.467, -3.097)
H (5.345, 4.625, -2.415)
H (7.329, 4.419, -0.957)
H (4.959, 2.414, 1.979)
H (2.982, 2.611, 0.521)

Cartesian forces (eV/Å) of the 6 atoms listed first:
N -0.22 0.48 0.36
C 0.42 0.21 -0.20
O -0.34 -0.33 -0.10
C -0.41 0.10 -0.33
C 0.01 -0.13 0.12
C -0.23 0.30 0.15



| no. | calculated total energy (Eh) |
| --- | --- |
| 1 | -1823.8413 |
| 2 | -273.7806 |
| 3 | -611.4733 |
| 4 | -1682.1521 |
| 5 | -2332.5726 |